Molecular formula: C24H33IrNO7
Method: DFT, ωB97M-V/def2-TZVPD

Properties
Total charge: +3
Spin multiplicity: 5
<S²>: 6.033
Orbital gap (spin up / spin down): 6.707 / 5.018 eV
Highest occupied orbital energy (spin up / spin down): -16.2027 / -16.8988 eV

Structure (XYZ):
```
66
Properties=species:S:1:pos:R:3:forces:R:3
Ir 0.172 -0.092 -2.064 0.845 0.304 1.216
C -2.778 0.982 -1.460 -0.059 0.859 0.557
C -3.215 -0.392 -1.024 -0.096 -0.775 -0.702
O -2.269 -0.984 -0.120 -0.247 0.076 -0.407
C -1.862 -2.352 -0.325 -0.708 -0.018 1.429
C -0.506 -2.421 0.370 0.633 -0.041 -0.376
O 0.556 -1.949 -0.508 -0.484 -0.346 -0.670
C 0.906 -2.950 -1.531 -0.762 0.484 -0.119
C 2.042 -2.374 -2.367 1.486 -1.383 -0.393
O 1.599 -1.196 -3.057 1.264 -0.299 -0.483
C 2.448 -0.398 -4.014 -0.390 -1.310 0.401
C 1.419 0.298 -4.880 -0.368 -0.527 -0.711
O 0.154 0.424 -4.124 1.300 0.313 -1.872
C -0.670 1.552 -4.418 -0.199 0.395 0.823
C -1.955 1.332 -3.674 -0.757 -0.107 -0.777
O -1.620 1.065 -2.318 -1.255 0.003 0.015
H -2.565 1.667 -0.620 -0.071 -0.525 -0.155
H -3.586 1.433 -2.017 -0.441 0.072 -0.041
H -3.390 -1.037 -1.927 0.334 0.357 0.727
H -4.205 -0.277 -0.554 0.351 -0.092 0.061
H -1.790 -2.603 -1.382 -0.054 0.093 -0.055
H -2.604 -3.064 0.157 0.773 0.752 -0.521
H -0.199 -3.421 0.654 -0.335 -0.432 0.086
H -0.490 -1.821 1.309 0.156 -0.365 -1.220
H 0.006 -3.247 -2.164 1.089 0.519 0.739
H 1.250 -3.823 -0.985 0.226 -0.309 -0.198
H 2.382 -3.098 -3.147 -0.467 0.257 0.628
H 2.940 -2.224 -1.715 -0.767 0.496 -0.465
H 3.089 -1.068 -4.638 -0.573 0.353 0.668
H 3.075 0.300 -3.472 0.021 -0.080 0.423
H 1.272 -0.303 -5.793 -0.561 0.183 0.479
H 1.822 1.247 -5.225 -0.319 0.387 0.289
H -0.882 1.592 -5.463 0.060 0.301 -0.799
H -0.203 2.460 -4.008 0.101 -0.137 -0.502
H -2.531 0.485 -4.087 0.241 0.231 0.083
H -2.580 2.238 -3.751 0.246 -0.240 0.097
C 2.289 0.557 5.088 0.121 -0.841 -0.865
O 0.956 0.654 4.498 -0.997 -1.134 -0.376
C 0.146 -0.415 4.423 1.510 1.360 0.399
C 0.271 -1.522 5.244 0.990 -0.687 2.192
C -0.548 -2.625 5.082 1.702 0.820 0.458
C -1.435 -2.659 4.009 -1.277 -0.197 -0.412
C -1.639 -1.552 3.220 -0.409 -0.657 -0.207
C -0.822 -0.432 3.369 -0.440 0.486 -1.061
N -0.788 0.473 2.323 -0.773 0.581 1.142
C -0.486 1.808 2.451 0.218 0.445 -0.129
C 0.072 2.565 1.422 0.841 -1.260 0.188
C 0.751 3.735 1.850 1.211 1.152 0.283
C 1.751 4.363 1.113 -1.471 1.077 1.978
C 2.122 3.832 -0.110 0.611 -0.300 -0.905
C 1.664 2.580 -0.454 0.331 -1.269 -1.159
C 0.579 1.958 0.190 -1.348 -1.208 -1.308
O -0.078 0.900 -0.330 1.351 2.163 2.827
H 2.731 1.474 4.795 0.514 0.844 -0.264
H 2.840 -0.278 4.595 -0.496 0.472 0.640
H 2.286 0.529 6.162 -0.287 -0.364 0.449
H 1.029 -1.472 6.097 -1.224 -0.184 -1.339
H -0.442 -3.480 5.734 -0.055 0.008 0.079
H -1.982 -3.591 3.885 -0.224 0.336 -0.254
H -2.389 -1.539 2.422 0.268 -0.090 0.306
H -1.240 0.164 1.457 0.355 0.040 -0.251
H -0.653 2.309 3.444 0.378 -0.836 -1.011
H 0.612 4.021 2.891 -0.258 0.389 -0.299
H 2.195 5.293 1.531 -0.271 -0.869 -0.504
H 2.803 4.372 -0.799 -0.264 -0.497 0.729
H 2.175 1.998 -1.260 -0.822 0.772 0.418
```
Positions in Å, forces in eV/Å.

***

Molecular formula: C41H91F5NNbO3Si
Method: DFT, ωB97M-V/def2-TZVPD

Properties
Total charge: -2
Spin multiplicity: 1
Orbital gap: 4.178 eV
Highest occupied orbital energy: -0.9529 eV

Structure (XYZ):
```
143
Properties=species:S:1:pos:R:3:forces:R:3
C -0.919 4.473 0.030 -0.577 -0.865 0.043
C -0.886 4.027 -1.542 -0.295 1.366 1.961
N -2.284 4.129 -2.034 1.224 0.395 -2.036
Nb -2.660 3.006 -3.821 -1.234 -0.355 4.778
C -0.667 3.530 -4.773 0.874 -0.016 -0.980
C 0.262 2.288 -5.163 1.113 0.690 -0.587
C 1.255 1.799 -4.016 0.854 -0.698 -0.410
C 2.742 2.389 -4.174 -1.000 -0.461 0.445
F 3.281 2.119 -5.467 -0.699 0.954 2.234
F 2.747 3.778 -3.880 0.516 -2.083 -1.041
C 3.770 1.720 -3.129 -0.210 -1.181 0.574
F 3.609 0.316 -3.092 0.407 2.727 -0.184
F 3.483 2.155 -1.826 1.099 -0.619 -2.650
F 5.114 1.932 -3.468 -2.576 0.178 1.116
O -4.640 2.627 -3.161 2.338 0.748 0.570
C -4.815 2.910 -1.765 -2.605 -0.606 0.336
C -6.277 2.324 -1.374 0.199 0.674 0.007
C -7.445 3.008 -2.256 0.929 -0.717 -0.227
C -6.351 0.735 -1.411 -0.730 -0.470 0.346
C -5.187 0.005 -0.559 -0.843 0.573 -0.629
C -6.461 0.103 -2.883 0.895 0.323 -0.393
C -1.885 1.038 -2.938 2.386 -5.128 -0.552
O -1.993 0.885 -1.655 -0.438 1.666 -2.195
O -1.350 -0.009 -3.641 -1.658 3.618 1.569
Si -3.370 1.878 -6.051 -0.803 0.381 -0.813
C -3.695 -0.030 -5.876 0.463 -0.227 0.119
C -2.190 2.285 -7.541 -0.582 -0.344 -1.506
C -5.097 2.623 -6.575 -0.745 -0.294 0.107
H -2.006 4.726 0.295 1.596 -0.148 -0.429
H -0.673 3.558 0.681 -0.049 1.444 -0.754
H -0.244 5.356 0.254 -0.672 -1.086 -0.125
H -0.253 4.815 -2.061 -0.279 -1.300 0.360
H -0.451 2.984 -1.545 -0.679 1.194 -0.530
H -2.454 5.135 -2.192 -0.134 -0.550 0.384
H -3.321 4.573 -4.548 0.194 0.214 -0.755
H -0.015 4.259 -4.180 -0.841 -0.844 -0.601
H -0.898 4.077 -5.759 0.284 -0.695 1.372
H 0.931 2.646 -6.032 -0.794 -0.642 1.072
H -0.279 1.376 -5.552 0.363 1.124 0.812
H 0.914 2.007 -2.958 0.299 -0.074 -1.279
H 1.358 0.660 -4.094 -0.131 1.625 0.176
H -4.894 4.037 -1.548 0.478 -1.436 -0.367
H -4.069 2.407 -1.076 -0.520 0.730 -1.017
H -6.466 2.672 -0.293 0.274 -0.674 -1.244
H -7.155 3.028 -3.363 -0.312 -0.102 1.573
H -8.369 2.353 -2.147 0.822 1.113 -0.084
H -7.601 4.085 -1.940 -0.044 -1.315 -0.214
H -7.332 0.447 -0.879 1.194 0.578 -0.677
H -5.675 -0.898 -0.068 0.902 0.877 -0.593
H -4.808 0.707 0.250 -0.308 -0.940 -0.948
H -4.353 -0.280 -1.277 -0.785 0.351 1.245
H -6.491 0.912 -3.692 0.005 -1.099 1.208
H -5.502 -0.490 -3.093 -1.443 0.755 0.210
H -7.355 -0.579 -3.030 0.994 0.735 0.349
H -3.836 -0.247 -4.767 0.273 0.172 -1.507
H -4.605 -0.384 -6.455 1.105 0.302 0.482
H -2.721 -0.530 -6.213 -1.469 0.312 0.522
H -2.775 2.004 -8.496 0.830 0.313 1.102
H -1.250 1.653 -7.554 -0.895 1.010 0.081
H -1.993 3.405 -7.637 -0.002 -1.529 0.324
H -5.896 2.071 -5.962 0.989 0.681 -0.866
H -5.201 3.721 -6.301 0.222 -1.282 -0.608
H -5.276 2.410 -7.682 -0.032 0.467 1.232
C -1.262 -1.076 0.447 -0.126 0.003 0.126
C -1.981 -0.995 1.788 0.084 -0.083 -0.070
C -1.814 0.356 2.483 -0.135 -0.008 0.106
C -0.376 0.723 2.856 0.052 0.011 -0.141
C 0.339 -0.279 3.762 -0.003 0.150 0.004
C -0.324 -0.442 5.124 0.092 -0.147 0.042
H -0.180 -0.959 0.560 0.000 -0.016 -0.001
H -1.443 -2.047 -0.021 0.036 0.049 -0.057
H -1.625 -0.297 -0.236 0.216 -0.268 0.007
H -1.637 -1.808 2.441 -0.044 0.024 0.170
H -3.050 -1.169 1.621 0.020 0.033 0.041
H -2.438 0.368 3.385 0.020 0.042 0.039
H -2.213 1.142 1.833 0.051 -0.083 -0.038
H -0.386 1.703 3.350 0.027 -0.032 0.014
H 0.215 0.855 1.944 -0.082 -0.019 0.021
H 1.368 0.065 3.916 -0.019 -0.022 -0.045
H 0.413 -1.255 3.271 -0.035 0.049 -0.037
H -0.371 0.516 5.651 -0.046 -0.037 -0.019
H 0.248 -1.140 5.742 -0.063 0.022 0.074
H -1.339 -0.835 5.033 0.023 0.040 -0.001
C 10.887 -1.817 -5.801 0.005 -0.019 -0.138
C 10.138 -0.525 -5.500 0.061 0.035 0.076
C 9.540 -0.485 -4.094 -0.098 0.115 0.036
C 8.484 -1.554 -3.802 0.037 -0.136 -0.042
C 7.278 -1.554 -4.744 -0.038 0.042 0.069
C 6.468 -0.265 -4.687 0.064 -0.215 -0.117
H 10.226 -2.686 -5.761 0.051 0.036 0.018
H 11.321 -1.777 -6.804 0.021 -0.069 0.045
H 11.701 -1.970 -5.087 -0.055 -0.035 -0.016
H 9.359 -0.369 -6.252 -0.002 0.006 0.075
H 10.836 0.313 -5.604 -0.072 -0.005 -0.012
H 9.110 0.507 -3.923 -0.005 -0.065 -0.003
H 10.348 -0.590 -3.360 0.011 0.004 -0.041
H 8.129 -1.419 -2.774 -0.004 0.008 -0.062
H 8.951 -2.545 -3.829 0.027 0.035 0.022
H 6.624 -2.388 -4.468 0.072 0.014 -0.042
H 7.597 -1.744 -5.774 0.048 -0.046 0.035
H 6.105 -0.079 -3.676 0.094 -0.068 -0.142
H 5.602 -0.335 -5.349 0.002 0.105 0.105
H 7.059 0.597 -5.004 -0.049 0.006 0.037
C 3.558 -1.590 5.383 -0.126 -0.075 -0.011
C 3.378 -0.605 6.530 0.072 0.058 -0.069
C 4.667 -0.335 7.306 -0.045 0.077 0.111
C 5.274 -1.552 8.008 0.026 -0.071 -0.097
C 4.354 -2.256 9.007 0.122 0.010 0.023
C 3.943 -1.371 10.176 -0.123 -0.073 0.040
H 3.873 -2.574 5.740 0.013 0.036 -0.032
H 2.616 -1.718 4.846 0.098 -0.026 -0.031
H 4.305 -1.226 4.672 -0.031 -0.052 0.031
H 2.594 -0.966 7.204 0.035 0.043 0.010
H 3.015 0.343 6.120 -0.023 -0.052 0.072
H 4.476 0.453 8.043 0.033 -0.032 -0.012
H 5.416 0.076 6.619 -0.042 -0.019 0.007
H 6.184 -1.232 8.531 -0.037 -0.024 0.005
H 5.601 -2.280 7.259 -0.019 0.047 0.012
H 4.879 -3.133 9.402 -0.043 0.011 -0.062
H 3.461 -2.636 8.502 0.051 0.028 -0.021
H 4.821 -1.013 10.721 -0.050 0.026 -0.035
H 3.318 -1.934 10.874 0.027 0.091 0.017
H 3.368 -0.504 9.843 0.040 -0.020 0.035
C -3.995 -6.615 5.012 -0.130 -0.057 -0.015
C -3.915 -5.416 4.076 0.110 -0.025 -0.023
C -2.889 -4.372 4.514 -0.017 0.163 -0.103
C -3.164 -3.715 5.870 -0.005 -0.112 0.092
C -4.517 -3.013 5.993 0.105 0.077 0.044
C -4.684 -1.853 5.022 -0.139 -0.017 -0.006
H -4.313 -6.325 6.016 0.040 -0.031 -0.028
H -4.717 -7.343 4.634 0.046 -0.027 0.067
H -3.024 -7.113 5.090 -0.043 0.032 0.041
H -4.906 -4.962 3.978 0.059 0.023 -0.006
H -3.642 -5.772 3.078 -0.045 0.082 0.033
H -2.823 -3.598 3.742 0.015 -0.031 0.054
H -1.899 -4.840 4.553 -0.035 0.000 -0.016
H -2.368 -2.987 6.068 -0.049 -0.013 -0.025
H -3.084 -4.467 6.663 0.016 0.004 -0.021
H -4.616 -2.630 7.015 -0.008 -0.076 -0.019
H -5.334 -3.729 5.855 0.046 -0.025 0.010
H -3.900 -1.104 5.171 -0.028 -0.043 -0.078
H -5.650 -1.366 5.177 0.070 0.037 -0.068
H -4.645 -2.188 3.983 0.036 0.087 0.026
```
Positions in Å, forces in eV/Å.

***

Molecular formula: C18H27Cl2N2O4Pm
Method: DFT, ωB97M-V/def2-TZVPD

Properties
Spin multiplicity: 5
<S²>: 6.014
Orbital gap (spin up / spin down): 4.435 / 4.423 eV
Highest occupied orbital energy (spin up / spin down): -5.3607 / -5.3487 eV

Structure (XYZ):
```
54
Properties=species:S:1:pos:R:3:forces:R:3
O 0.724 0.969 -1.247 1.873 2.316 -0.373
C 1.646 1.770 -0.959 -1.081 -0.917 0.362
C 2.219 2.780 -1.820 0.259 0.250 -1.108
C 1.765 3.017 -3.143 0.436 0.135 0.644
H 0.937 2.432 -3.544 0.211 0.179 0.156
C 2.408 3.985 -3.910 -0.161 -0.107 0.049
H 2.031 4.199 -4.913 0.261 -0.068 0.272
C 3.516 4.676 -3.403 -0.128 -0.403 0.643
H 4.027 5.399 -4.033 -0.069 -0.062 0.160
C 3.975 4.422 -2.094 -0.026 0.186 -0.490
H 4.841 4.953 -1.701 -0.214 -0.101 -0.161
C 3.328 3.484 -1.304 -0.624 -0.363 -0.230
H 3.643 3.236 -0.287 0.062 0.261 -0.323
H 2.041 1.749 0.072 -0.031 -0.168 -0.249
C 2.822 -2.278 -0.472 0.835 -0.555 -0.302
C 1.701 -2.508 0.443 -2.738 3.030 -0.358
H 3.656 -2.987 -0.336 0.211 0.127 -0.175
H 3.208 -1.253 -0.361 0.096 -0.218 0.105
H 2.494 -2.342 -1.520 -0.031 -0.102 0.197
C 1.348 -3.470 1.258 0.384 -1.545 0.440
C 2.072 -4.795 1.447 0.017 0.151 0.156
H 0.431 -3.395 1.866 0.169 0.052 -0.210
H 3.084 -4.744 1.030 -0.107 -0.106 0.072
H 1.539 -5.618 0.951 0.084 0.089 0.090
H 2.141 -5.039 2.513 0.100 -0.122 -0.099
Pm -0.262 -0.602 0.119 2.418 -3.192 1.319
Cl -0.311 -1.837 -2.264 -0.198 0.398 -0.732
Cl 1.108 0.789 2.017 -0.195 0.327 0.056
H -2.319 2.382 -3.119 0.079 -0.073 0.231
H -4.247 1.554 -3.779 -0.201 -0.266 -0.001
C -2.038 1.633 -2.371 -0.009 0.003 -0.119
C -4.070 0.563 -3.353 -0.046 -0.024 -0.012
N -3.180 0.730 -2.213 0.061 -0.335 0.280
H -1.813 2.126 -1.418 -0.078 -0.146 -0.228
C -3.288 -0.062 -1.154 1.053 0.333 0.330
O -2.424 -0.092 -0.230 -2.580 0.522 -1.177
H -5.008 0.114 -3.009 0.140 0.164 -0.180
H -4.196 -0.687 -1.137 0.350 0.073 0.131
H -1.144 1.099 -2.720 -0.260 -0.039 0.124
H -3.622 -0.090 -4.115 -0.035 0.199 0.204
H -2.586 -2.333 5.418 0.154 0.042 -0.184
H -2.946 0.229 5.895 0.144 -0.013 -0.208
C -1.657 -2.054 4.904 0.091 0.134 0.041
C -1.994 0.376 5.365 -0.144 -0.002 -0.104
N -1.772 -0.690 4.391 -0.127 0.070 0.291
H -1.468 -2.711 4.052 0.000 0.037 0.308
C -1.612 -0.445 3.095 0.786 -1.073 -1.185
O -1.291 -1.325 2.246 -0.851 1.296 1.233
H -2.016 1.342 4.850 0.034 -0.210 0.124
H -1.743 0.600 2.773 -0.007 -0.171 0.354
H -0.836 -2.107 5.632 -0.134 -0.033 -0.284
H -1.201 0.391 6.124 -0.054 -0.054 -0.330
O -2.174 -4.216 -0.338 1.254 1.269 0.005
C -1.488 -3.314 -0.193 -1.434 -1.172 0.446
```
Positions in Å, forces in eV/Å.

***

| no. | calculated total energy (eV) |
| --- | --- |
| 1 | -44051.0139 |
| 2 | -74637.5469 |
| 3 | -71875.5183 |